(1)
Formula: C22H17Cl2N6OPd
Source: the Open Molecules 2025 dataset
Level of theory: wB97M-V/def2-TZVPD

Cartesian coordinates (Å):
1 Pd -0.16065 -0.04510 -0.15076
2 Cl 5.14514 -2.02983 0.51512
3 C 4.06094 -1.27225 1.65663
4 C 4.51226 -1.06160 2.94914
5 C 3.70262 -0.48818 3.89684
6 Cl 4.31692 -0.26278 5.52696
7 C 2.39175 -0.08264 3.56731
8 C 1.50100 0.50731 4.49051
9 C 0.25151 0.87957 4.08325
10 C -0.11515 0.68043 2.74594
11 N 0.69131 0.13040 1.85940
12 C 1.92891 -0.27396 2.23545
13 C 2.74983 -0.94636 1.19989
14 O 2.33134 -1.16858 0.05325
15 H 5.51826 -1.36249 3.21228
16 H 1.82289 0.65596 5.51241
17 H -0.44928 1.33957 4.76795
18 H -1.07365 1.02113 2.37521
19 N -1.72318 -1.85514 -2.50905
20 C -0.80036 -0.79729 -2.70605
21 C 0.19130 -0.95111 -3.65534
22 C 1.12278 0.07590 -3.83422
23 C 1.02833 1.20021 -3.04542
24 C -0.02154 1.30070 -2.12862
25 N -0.97269 0.32702 -1.98108
26 C -2.05381 -2.39317 -1.26940
27 C -2.28087 -3.77872 -1.18665
28 C -2.58979 -4.33153 0.03259
29 C -2.66301 -3.50685 1.15446
30 C -2.42959 -2.16096 0.97184
31 N -2.15109 -1.59947 -0.20941
32 H -1.58181 -2.58253 -3.19214
33 H 0.26108 -1.87160 -4.22285
34 H 1.92076 -0.03291 -4.55692
35 H 1.74501 2.00661 -3.12347
36 H -0.22772 2.22804 -1.60888
37 H -2.18087 -4.39755 -2.07046
38 H -2.75036 -5.39907 0.11896
39 H -2.88400 -3.89872 2.13716
40 H -2.46410 -1.47413 1.81190
41 N -3.68740 3.23924 -0.43365
42 C -3.33554 4.50976 -0.04804
43 C -2.11442 4.37085 0.53746
44 N -1.71360 3.05428 0.52756
45 C -2.68819 2.39783 -0.05846
46 H -4.52175 2.97328 -0.92369
47 H -3.96563 5.36281 -0.22720
48 H -1.49664 5.14121 0.96939
49 H -2.68307 1.33809 -0.27788

Output
LUMO: 2.74 eV
Charge: -1

***

(2)
Formula: C22H17ClN5PtSe3
Source: the Open Molecules 2025 dataset
Level of theory: wB97M-V/def2-TZVPD

Cartesian coordinates (Å):
1 Pt -0.53540 -0.04323 -0.73065
2 Se 1.37000 -1.85817 -3.15170
3 Se -0.85522 -1.30799 -3.05466
4 C -1.23644 -2.56468 -1.66139
5 C -1.75427 -3.82446 -1.82657
6 C -1.81582 -4.64278 -0.69955
7 C -1.34825 -4.17066 0.51220
8 C -0.86557 -2.87787 0.60318
9 N -0.82807 -2.08005 -0.47129
10 C 2.14905 -0.68746 -1.84024
11 C 3.53181 -0.59149 -1.97246
12 C 4.25265 0.19724 -1.09841
13 C 3.57345 0.91666 -0.12341
14 C 2.20813 0.79372 -0.04275
15 N 1.50743 -0.01996 -0.86828
16 H -2.07698 -4.17012 -2.79970
17 H -2.20734 -5.64883 -0.78144
18 H -1.35663 -4.79403 1.39574
19 H -0.49143 -2.48501 1.53670
20 H 4.03298 -1.12525 -2.77064
21 H 5.32914 0.26751 -1.18916
22 H 4.09283 1.56648 0.56728
23 H 1.65934 1.35069 0.70024
24 Cl -3.64740 -0.34142 1.81279
25 C -2.93414 1.21891 2.03407
26 C -3.73604 2.25533 2.47675
27 C -3.19094 3.52370 2.63392
28 C -1.84643 3.76904 2.36124
29 C -1.04788 2.72649 1.94227
30 C -1.56512 1.42472 1.77601
31 C -0.66857 0.34319 1.45108
32 H -4.77614 2.06968 2.70940
33 H -3.82108 4.32857 2.99060
34 H -1.43441 4.75643 2.51707
35 H 0.01256 2.88572 1.77831
36 H -1.01587 -0.62609 1.78026
37 H 0.37120 0.51719 1.69020
38 Se -4.46279 1.29740 -1.33256
39 N -4.09487 2.95860 -1.74158
40 C -2.78027 3.13577 -1.70565
41 C -2.00855 4.29882 -1.99181
42 C -0.64534 4.18711 -1.90171
43 C -0.01622 2.96864 -1.53074
44 N -0.72106 1.89217 -1.24790
45 C -2.07201 1.96939 -1.33985
46 N -2.74312 0.87019 -1.07629
47 H -2.49156 5.22510 -2.27674
48 H -0.00832 5.03259 -2.12049
49 H 1.06239 2.89788 -1.47839

Output
LUMO (alpha / beta): -11.11 / -11.12 eV
Charge: +3

***

(3)
Formula: C22H17CoF4N8O2
Source: the Open Molecules 2025 dataset
Level of theory: wB97M-V/def2-TZVPD

Cartesian coordinates (Å):
1 Co 0.17128 0.50169 1.91754
2 N 0.03320 -2.93407 1.80403
3 C -1.17596 -2.40208 1.75600
4 N -2.21950 -3.23732 1.66547
5 C -3.41280 -2.66945 1.63922
6 N -4.48863 -3.46901 1.51756
7 N -3.66312 -1.33878 1.69569
8 C -2.57200 -0.61057 1.78780
9 N -1.31675 -1.05095 1.82367
10 C -2.75855 0.88033 1.86788
11 C -4.01363 1.46062 1.86374
12 C -4.08617 2.84581 1.93090
13 C -2.91990 3.58915 1.99552
14 C -1.70188 2.92612 1.99388
15 N -1.64087 1.60210 1.93389
16 H 0.08301 -3.93697 1.76171
17 H 0.91435 -2.42348 1.89714
18 H -4.35908 -4.46167 1.59241
19 H -5.40104 -3.06857 1.63315
20 H -4.88981 0.83361 1.80698
21 H -5.04991 3.33757 1.93109
22 H -2.94159 4.66861 2.04356
23 H -0.75176 3.44325 2.03855
24 F 0.11576 0.40618 3.73032
25 C 5.41942 -1.76934 1.83258
26 N 4.44837 -0.68585 1.87820
27 C 4.83043 0.62055 1.96199
28 C 3.94782 1.63566 2.00684
29 C 2.55542 1.28098 1.96867
30 O 1.59361 2.09393 1.99634
31 N 2.21291 -0.01928 1.88808
32 C 3.09765 -1.03327 1.84513
33 O 2.77997 -2.21806 1.75395
34 H 6.41747 -1.33863 1.81090
35 H 5.26057 -2.37500 0.94298
36 H 5.31398 -2.41037 2.70612
37 H 5.89933 0.78554 1.98492
38 H 4.25727 2.66594 2.06769
39 F -0.13718 -0.76996 -7.53567
40 C -0.11120 0.46704 -7.01268
41 F -1.21439 1.10577 -7.45485
42 F 0.94086 1.10646 -7.56349
43 C -0.03745 0.45951 -5.51527
44 C -0.01115 -0.72926 -4.80407
45 C 0.04622 -0.70093 -3.41987
46 C 0.08018 0.51367 -2.73430
47 C 0.06155 1.70523 -3.46710
48 C 0.00169 1.67765 -4.84597
49 C 0.12491 0.53586 -1.30225
50 C 0.16346 0.55111 -0.08807
51 H -0.03852 -1.67506 -5.32675
52 H 0.06489 -1.62328 -2.85541
53 H 0.09274 2.64823 -2.93869
54 H -0.01543 2.60302 -5.40762

Output
2S+1: 5
LUMO (alpha / beta): -0.35 / -1.30 eV

***

(4)
Formula: C22H17F5N4O13TeV
Source: the Open Molecules 2025 dataset
Level of theory: wB97M-V/def2-TZVPD

Cartesian coordinates (Å):
1 V -1.72003 -0.47657 -0.43468
2 O 0.95130 2.29658 0.24149
3 C -0.15201 1.84889 -0.01425
4 O -0.30511 0.72476 -0.66776
5 C -1.40050 2.60835 0.29565
6 C -1.26605 3.82202 0.94636
7 C -2.38854 4.55846 1.26409
8 C -3.65853 4.11957 0.93523
9 C -3.78680 2.93270 0.25836
10 C -2.67942 2.11906 -0.05296
11 O -2.85347 0.95457 -0.63571
12 N -5.14876 2.51907 -0.10035
13 O -5.29950 1.90374 -1.13250
14 O -6.04155 2.83420 0.66365
15 N -2.24027 5.83421 1.96578
16 O -3.25132 6.46233 2.21899
17 O -1.11809 6.18464 2.27447
18 H -0.27798 4.17064 1.20918
19 H -4.53400 4.68962 1.20463
20 O 2.27041 -0.16348 0.83604
21 C 3.23592 -0.82183 0.05169
22 C 2.82484 -1.08508 -1.39670
23 C 1.39122 -1.62338 -1.61479
24 C 0.86827 -2.42960 -0.46127
25 C 1.54186 -3.59347 -0.09185
26 C 1.13468 -4.31605 1.00927
27 C 0.05382 -3.85233 1.74435
28 C -0.58980 -2.71231 1.31345
29 N -0.21591 -2.02750 0.22150
30 H 2.01223 0.69399 0.45160
31 H 3.42130 -1.77099 0.56011
32 H 4.18799 -0.27565 0.04781
33 H 3.56488 -1.77401 -1.81646
34 H 2.91105 -0.15930 -1.97059
35 H 1.37313 -2.25239 -2.50810
36 H 0.72885 -0.79298 -1.80338
37 H 2.39161 -3.90875 -0.68335
38 H 1.65342 -5.22170 1.29667
39 H -0.29955 -4.36446 2.62762
40 H -1.45239 -2.32400 1.83312
41 F -2.60183 -5.79858 -1.78121
42 Te -2.53726 -3.97242 -1.37906
43 F -1.50761 -3.92911 -3.01650
44 F -2.92345 -1.68637 0.20062
45 F -3.93626 -4.46179 -0.15878
46 F -3.92183 -3.38688 -2.45268
47 O -1.65463 -1.10863 -1.86681
48 O -3.06948 1.10260 2.60887
49 C -1.96047 0.59219 2.56108
50 O -1.43007 0.00098 1.54940
51 C -1.05896 0.62992 3.78108
52 C 0.25948 0.19152 3.70278
53 C 1.07314 0.23729 4.82386
54 C 0.54118 0.72006 6.00638
55 C -0.76564 1.16810 6.10884
56 C -1.56389 1.12265 4.97964
57 N 1.39736 0.76050 7.20499
58 O 2.52670 0.31915 7.11330
59 O 0.90537 1.16274 8.24234
60 H 0.65046 -0.17551 2.76234
61 H 2.10160 -0.08878 4.78738
62 H -1.13237 1.54104 7.05309
63 H -2.58891 1.46694 5.00254

Output
LUMO: 0.65 eV
Charge: -1

***

(5)
Formula: C22H17GeLiNO2
Source: the Open Molecules 2025 dataset
Level of theory: wB97M-V/def2-TZVPD

Cartesian coordinates (Å):
1 Li -3.02337 -1.08890 -2.43164
2 O -0.88959 -0.39533 0.57229
3 C -1.68742 -0.49067 -0.36487
4 O -1.68871 -1.35372 -1.28967
5 C -2.80119 0.56691 -0.43826
6 C -2.93236 1.53355 0.57533
7 C -3.91469 2.47106 0.46116
8 C -4.77224 2.45646 -0.66115
9 C -5.80694 3.40387 -0.84680
10 C -6.61378 3.33931 -1.94456
11 C -6.42260 2.32381 -2.90694
12 C -5.43097 1.39850 -2.75388
13 C -4.58136 1.44526 -1.62585
14 N -3.59192 0.51176 -1.49240
15 H -2.24937 1.49523 1.41033
16 H -4.05187 3.23236 1.21977
17 H -5.94436 4.17840 -0.10260
18 H -7.40328 4.06493 -2.08438
19 H -7.07116 2.28247 -3.77185
20 H -5.28049 0.62093 -3.49281
21 Ge 2.50058 -0.68964 0.97601
22 C 2.40441 -2.50673 0.51875
23 C 3.48693 -3.39014 0.38787
24 C 3.25629 -4.71144 0.06714
25 C 1.95304 -5.16232 -0.13287
26 C 0.87678 -4.29555 -0.02036
27 C 1.09420 -2.96533 0.30681
28 C 4.05973 0.29337 1.36906
29 C 5.32071 -0.30045 1.50856
30 C 6.42560 0.48525 1.77804
31 C 6.28437 1.86250 1.90328
32 C 5.03870 2.46291 1.77085
33 C 3.92738 1.68110 1.50985
34 H 1.15469 0.01245 1.00370
35 H 4.50349 -3.04937 0.52385
36 H 4.08710 -5.39654 -0.03223
37 H 1.78273 -6.20139 -0.38345
38 H -0.13174 -4.64726 -0.18754
39 H 0.24884 -2.28907 0.38474
40 H 5.44132 -1.37103 1.42264
41 H 7.39867 0.02768 1.89285
42 H 7.15403 2.47213 2.10993
43 H 4.93612 3.53417 1.87418
44 H 2.95368 2.14855 1.41713

Output
LUMO: -4.47 eV
Charge: +1

***

(6)
Formula: C22H18Br3CsF5IN2NaO7S4V
Source: the Open Molecules 2025 dataset
Level of theory: wB97M-V/def2-TZVPD

Cartesian coordinates (Å):
1 C -0.80996 3.31510 -2.09122
2 C -1.07184 2.14711 -1.51765
3 C -1.37234 0.88051 -0.55551
4 C -2.83943 0.47251 -0.06611
5 C -4.13124 1.32265 -0.53957
6 C -4.07692 2.88962 -0.12551
7 C -4.82401 3.69439 -1.34988
8 C -4.88126 3.25545 1.23262
9 C -2.97609 -0.83642 0.87473
10 S -4.64873 -1.38061 1.45905
11 C -1.72852 -1.71850 1.33903
12 N -1.81111 -2.95400 2.16740
13 C -2.35442 -3.93139 1.43550
14 S -3.38084 -5.08266 0.75600
15 C -0.27591 -1.25898 0.83242
16 C -0.06998 0.05460 -0.12272
17 N 1.28671 0.49761 -0.61768
18 C 1.99711 1.14199 0.53286
19 O 2.10858 2.61144 0.38994
20 O 2.97662 2.94972 1.37226
21 C 2.05546 -0.65709 -1.19053
22 C 2.72664 -0.47535 -2.61040
23 C 3.55171 -1.66093 -3.24999
24 C 3.71626 -3.03582 -2.47159
25 I 4.86111 -4.59974 -3.50424
26 C 3.06489 -3.28543 -1.03207
27 C 2.22717 -2.07289 -0.43202
28 S 1.33136 -2.17723 1.22379
29 H -0.34459 4.35679 -2.30433
30 H -5.13248 0.83976 -0.21639
31 H -4.13545 1.30275 -1.70860
32 H -3.01531 3.32007 -0.02004
33 H -4.79150 4.84314 -1.15106
34 H -4.29027 3.45282 -2.36123
35 H -5.90622 3.29675 -1.47823
36 H -4.07625 3.52973 2.03501
37 H -5.47237 4.22238 1.02891
38 H -5.52963 2.40093 1.64849
39 H -5.24426 -1.95913 0.31429
40 H 1.37264 0.98812 1.50593
41 H 3.06913 0.75621 0.71596
42 H 2.48802 3.48858 2.06287
43 H 2.57578 0.53904 -3.16109
44 H 4.00908 -1.51731 -4.31181
45 H 3.18296 -4.27767 -0.44599
46 O 7.93706 -4.45510 -7.61101
47 V 6.96958 -3.21881 -6.85667
48 O 5.99789 -1.98157 -6.10160
49 C -2.96622 -3.19084 6.18388
50 F -3.08999 -3.96060 5.07561
51 F -3.29019 -3.99083 7.23348
52 F -1.63568 -2.92707 6.31092
53 S -4.00296 -1.64660 6.10683
54 O -5.37656 -2.10791 5.97468
55 O -3.52362 -0.91556 4.93769
56 O -3.74750 -0.94154 7.37381
57 C 8.18200 1.18965 -4.39491
58 Br 9.32934 -0.10141 -3.50981
59 Br 8.48977 1.23501 -6.31177
60 Br 6.30997 0.89832 -3.97505
61 H 8.44788 2.17280 -4.00479
62 Na -0.26510 0.08024 2.77688
63 F 6.26306 1.29812 -1.23150
64 Cs -2.78335 -0.11212 8.98700
65 F 3.25248 2.99214 -1.23868

Output
LUMO: -4.55 eV